71
Properties=species:S:1:pos:R:3 method="wB97M-V/def2-TZVPD" s2=1.0655 spin_multiplicity=2 max_force_ev_per_a=4.02 de_lowest_kj_mol=138.1 orbital_gap_ev="7.317 / 7.506" charge=-1
Fe -0.4032 0.0375 -0.0768
O -0.0990 -1.6781 -0.8982
C -0.6993 -2.8303 -0.7497
C -0.9297 -3.6563 -1.8673
C -1.5057 -4.8993 -1.7289
C -1.8928 -5.3927 -0.4796
C -1.6921 -4.5867 0.6219
C -1.1068 -3.3255 0.5037
C -0.9671 -2.5183 1.7032
N -0.4058 -1.3805 1.7649
C -0.3948 -0.7458 3.0936
C -0.5705 0.7631 2.9151
N -1.3872 0.9134 1.7274
C -2.3949 1.6926 1.7097
C -3.3355 1.7107 0.6034
C -4.3302 2.6890 0.5618
C -5.3178 2.6766 -0.3995
C -5.3432 1.6448 -1.3453
C -4.3833 0.6607 -1.3345
C -3.3269 0.6546 -0.3652
O -2.4384 -0.2813 -0.4052
H -0.6402 -3.2705 -2.8367
H -1.6663 -5.5037 -2.6144
H -2.3410 -6.3710 -0.3804
H -1.9877 -4.9262 1.6089
H -1.4061 -2.9541 2.6088
H 0.5492 -0.9420 3.6095
H -1.2036 -1.1603 3.7032
H 0.3847 1.2413 2.7187
H -1.0106 1.2256 3.8037
H -2.6330 2.3362 2.5640
H -4.3179 3.4828 1.3036
H -6.0681 3.4567 -0.4190
H -6.1254 1.6330 -2.0961
H -4.3622 -0.1410 -2.0610
C -0.4526 5.1940 -2.7493
Si -1.3789 3.6306 -3.1599
C -3.2063 3.9983 -3.1423
C -0.9026 3.0881 -4.8789
C -0.9890 2.3282 -1.9823
C -0.7314 1.4180 -1.2220
H -0.7036 5.9788 -3.4675
H 0.6263 5.0280 -2.7819
H -0.7006 5.5504 -1.7483
H -3.4449 4.7997 -3.8470
H -3.5353 4.3014 -2.1461
H -3.7797 3.1101 -3.4162
H -1.1099 3.8679 -5.6152
H -1.4524 2.1886 -5.1615
H 0.1624 2.8467 -4.9199
N 2.3750 -1.2541 0.7695
C 2.1416 -0.0172 1.2551
O 1.2022 0.7095 0.7788
C 2.9648 0.4774 2.2944
C 3.9913 -0.3411 2.8268
N 4.7971 -1.0672 3.2247
C 2.7549 1.7793 2.8173
N 2.5852 2.8333 3.2545
H 2.9555 -1.8719 1.3136
H 1.6161 -1.6780 0.2447
Br 5.1625 0.7378 -5.0067
C 3.8191 0.4598 -3.7057
C 3.3496 1.5270 -2.9653
C 2.3538 1.2653 -2.0339
N 1.8461 0.0557 -1.8216
C 2.3198 -0.9527 -2.5421
C 3.3102 -0.8080 -3.5036
H 3.7386 2.5259 -3.0987
H 1.9389 2.0608 -1.4275
H 1.8713 -1.9190 -2.3417
H 3.6642 -1.6569 -4.0704